# 1
Density functional theory data (ωB97M-V with the def2-TZVPD basis set) for a cluster of 2 separate species, CH2F2N2 in total.

Results
E_LUMO in hartree: 0.01370
SMILES: N#CF.NF
Spin multiplicity: 1
Frontier orbital gap in eV: 10.927

Element x y z (Å)
C1 2.11 0.23 -0.02
N1 1.60 0.06 -1.02
N2 -1.79 -0.01 -0.34
F1 2.61 0.43 1.10
F2 -1.37 0.40 0.93
H1 -2.31 -0.84 -0.04
H2 -0.86 -0.27 -0.61

---

# 2
Density functional theory data (ωB97M-V with the def2-TZVPD basis set) for an isolated molecule of CH2F2N2O.

Results
E_LUMO in hartree: 0.01651
SMILES: NC(=O)N(F)F
Spin multiplicity: 1
Frontier orbital gap in eV: 9.935

Element x y z (Å)
C1 0.54 -0.39 -1.32
N1 -0.21 0.19 -0.39
N2 2.13 0.33 -1.32
O1 0.63 -1.24 -2.12
F1 2.61 0.28 -2.56
F2 2.02 1.69 -0.96
H1 0.19 0.86 0.34
H2 -0.98 -0.39 -0.04

---

# 3
Density functional theory data (ωB97M-V with the def2-TZVPD basis set) for the ion CH2F2N2OP with charge +1.

Results
Net charge: +1
E_LUMO (alpha / beta) in hartree: -0.27670 / -0.24035
SMILES: FC(F)ON=[N+]=P
Spin multiplicity: 1
Frontier orbital gap (alpha / beta) in eV: 7.591 / 8.789

Element x y z (Å)
C1 2.72 0.20 -0.12
N1 -1.02 0.80 0.42
N2 0.70 1.05 0.52
O1 1.29 0.46 -0.39
F1 2.93 0.47 1.13
F2 3.45 1.07 -0.79
P1 -2.27 1.53 -0.07
H1 2.80 -0.95 -0.24
H2 -3.09 0.50 0.59

---

Going through the records in order, we get relative energy (zero: lowest compared OMol25 entry of this formula, charge and spin) values of 66.18, 52.76, 164.82 kcal per mole.